Record 1
# C42H41BrClCrN4O5S

A molecular structure, C42H41BrClCrN4O5S (wB97M-V/def2-TZVPD, OMol25).

Its energy above the lowest of the compared OMol25 structures with the same formula, charge and spin is 3.7 kJ/mol. The frontier orbital gap (spin up / spin down) is 7.484 / 7.447 eV. The spin multiplicity is 4.

```
96
Properties=species:S:1:pos:R:3:lowdin_spin:R:1
Br 0.15 -2.59 -0.28 -0.007
Cr -0.63 -0.06 -0.06 2.897
Cl 5.43 0.00 -6.00 0.000
S -1.95 -0.70 1.96 -0.019
O -0.97 1.81 0.27 0.009
O 0.45 0.24 -1.62 0.021
O -0.60 -0.95 -3.21 0.011
O -6.64 -1.73 2.82 0.000
O 0.97 -0.02 0.99 0.034
N -0.67 1.43 2.93 0.003
N -7.15 2.66 -0.58 0.002
N -6.19 3.30 -1.05 0.001
N -2.47 0.08 -1.04 -0.008
C -1.29 0.26 3.20 0.001
C 5.09 -3.96 -2.04 0.000
C 1.62 -0.17 -3.61 -0.002
C -7.69 -0.68 0.89 0.000
C -1.37 -0.10 4.56 0.000
C 6.52 -2.97 -0.27 0.000
C -4.01 3.81 -0.18 -0.003
C -4.84 2.90 -0.77 0.007
C -6.04 0.44 2.24 0.000
C 3.92 0.51 -3.81 0.000
C -7.77 0.45 0.09 0.000
C 1.67 -0.73 -4.88 0.000
C 1.92 -1.88 -0.14 0.005
C 5.03 1.63 1.35 0.000
C -0.12 2.23 3.87 0.000
C -0.82 0.70 5.53 0.001
C -2.69 3.47 0.19 0.007
C 3.95 -0.06 -5.08 0.001
C -6.11 1.55 1.42 0.000
C 5.45 -2.66 -1.32 0.000
C 2.84 -0.67 -5.63 0.000
C -6.96 1.55 0.32 0.000
C 2.77 2.34 0.67 0.000
C -3.15 -0.80 -1.73 0.012
C -2.20 2.22 -0.07 -0.002
C -4.45 -0.53 -2.20 -0.002
C -3.03 1.30 -0.77 0.004
C 4.39 -0.81 0.03 0.000
C 4.24 -2.02 -0.66 0.002
C -6.81 -0.69 1.97 0.000
C -4.34 1.63 -1.15 -0.001
C 2.97 -2.56 -0.73 0.000
C -5.04 0.66 -1.90 0.010
C 2.04 -0.65 0.51 0.005
C -7.38 -2.91 2.56 0.000
C 0.36 -0.31 -2.79 0.006
C -0.17 1.90 5.18 0.002
C 3.34 -0.11 0.62 0.002
C 3.56 1.21 1.35 0.000
C 6.03 -1.69 -2.36 0.000
C 3.12 1.06 2.81 0.000
C 2.75 0.45 -3.08 0.001
H 5.98 -4.38 -2.50 0.000
H -1.85 -1.04 4.81 0.000
H -5.50 2.42 1.65 0.000
H -8.31 -1.54 0.68 0.000
H 5.38 -0.39 0.10 0.000
H -6.04 0.88 -2.26 0.000
H 0.27 2.54 5.93 0.000
H 6.35 -0.75 -1.90 0.000
H 1.70 2.13 0.64 0.000
H 2.89 -1.11 -6.61 0.000
H -4.40 4.79 0.05 0.000
H -8.46 -2.72 2.63 0.000
H 2.08 0.72 2.88 0.000
H 3.11 2.48 -0.36 0.000
H 3.21 2.02 3.34 0.000
H 6.90 -2.13 -2.86 0.000
H -0.65 1.72 1.93 0.001
H 2.93 3.28 1.20 0.000
H 5.28 -1.45 -3.12 0.000
H 6.85 -2.07 0.25 0.000
H -2.06 4.20 0.68 0.001
H -5.38 0.43 3.09 0.000
H 2.77 -3.49 -1.25 0.000
H 0.36 3.12 3.49 0.000
H -4.96 -1.28 -2.79 0.000
H 4.81 0.98 -3.41 0.000
H -7.15 -3.32 1.58 0.000
H 5.67 0.90 1.85 0.000
H 7.40 -3.43 -0.74 0.000
H 5.41 1.79 0.34 0.000
H 0.78 -1.22 -5.27 0.000
H -8.47 0.48 -0.74 0.000
H 5.13 2.57 1.90 0.000
H -0.88 0.40 6.57 0.000
H 2.70 0.86 -2.08 0.000
H -2.65 -1.73 -1.96 0.000
H 4.35 -3.79 -2.83 0.000
H 6.13 -3.67 0.48 0.000
H 4.69 -4.71 -1.35 0.000
H 3.74 0.33 3.33 0.000
H -7.09 -3.62 3.33 0.000
```

***

Record 2
# C2H8N2S2

A single C2H8N2S2 molecule (wB97M-V/def2-TZVPD, OMol25).

Its energy above the lowest of the compared OMol25 structures with the same formula, charge and spin is 271.5 kJ/mol. The frontier orbital gap is 9.508 eV.

```
14
Properties=species:S:1:pos:R:3:nbo_charge:R:1
S 1.26 -0.78 1.21 0.365
S -1.56 -0.51 0.23 1.167
N -2.71 -0.03 1.20 -1.114
N 0.09 0.23 0.52 -1.039
C 2.37 -0.96 -0.26 -0.722
C -1.63 0.64 -1.22 -0.764
H 0.18 1.18 0.92 0.393
H -1.63 1.63 -0.80 0.237
H -2.96 -0.81 1.96 0.378
H -2.38 0.27 -1.90 0.230
H -0.72 0.50 -1.79 0.235
H 2.45 -0.08 -0.86 0.217
H 3.27 -1.32 0.12 0.216
H 1.99 -1.64 -0.92 0.200
```

***

Record 3
# C30H59InN7

A molecular structure, C30H59InN7 (wB97M-V/def2-TZVPD, OMol25).

The frontier orbital gap is 5.054 eV. As for the total charge: -1.

```
97
Properties=species:S:1:pos:R:3:mulliken_charge:R:1
In 0.43 -1.55 -1.48 0.645
N -0.14 -4.54 1.70 -0.401
N 1.59 3.84 4.75 -0.471
N -3.43 4.96 -0.40 -0.445
N 1.16 4.63 -1.80 -0.557
N -0.56 -0.10 -2.71 -0.587
N -3.25 0.59 -5.91 -0.484
N 3.11 -7.40 0.74 -0.503
C -1.36 -7.30 -0.07 -0.475
C -0.39 -6.91 -1.17 -0.979
C 5.45 -5.94 3.24 -1.146
C 0.51 3.69 5.16 0.214
C -3.71 3.84 -4.72 -0.475
C 4.02 -5.47 3.50 -0.429
C -3.65 1.41 -5.18 0.184
C 0.51 3.35 1.38 -0.216
C -3.87 8.22 0.77 -0.428
C 3.05 -7.04 1.84 0.223
C 2.99 -6.58 3.27 -0.284
C -0.96 -5.22 1.22 0.185
C 0.58 4.52 -0.81 0.151
C -0.89 2.36 6.72 -0.407
C -0.18 4.38 0.48 0.199
C -3.84 5.79 0.31 0.252
C 3.66 -3.91 -1.54 -1.256
C 3.45 -3.38 -4.15 -1.472
C 1.89 0.62 -3.24 -1.047
C -0.87 3.49 5.68 -0.327
C 2.87 -3.09 -2.69 0.842
C -4.36 6.85 1.22 -0.388
C -2.34 8.34 0.77 -1.081
C -2.20 3.99 -4.76 -1.061
C -0.43 1.03 6.14 -1.165
C -2.01 -6.09 0.60 -0.313
C 0.34 0.94 -3.30 0.305
C -4.16 2.46 -4.25 -0.222
C 1.29 -3.31 -2.64 -0.656
C 0.58 1.96 0.76 -1.130
H -0.90 -6.33 -1.95 0.345
H 3.11 -3.78 -0.56 0.207
H -4.11 4.04 -5.72 0.290
H -5.45 6.82 1.22 0.294
H 3.17 -7.43 3.93 0.319
H -1.92 4.99 -5.08 0.353
H 4.43 -2.81 -4.23 0.314
H -2.57 -5.50 -0.13 0.271
H 2.34 0.69 -2.21 0.177
H 1.17 1.96 -0.16 0.181
H -0.82 -7.89 0.68 0.274
H 1.99 -6.20 3.48 0.248
H -0.87 -2.25 -0.41 -0.416
H 0.44 -6.32 -0.79 0.153
H -2.04 9.34 0.46 0.342
H 2.76 -2.90 -4.92 0.348
H -0.42 1.59 0.52 0.303
H -0.49 0.25 6.91 0.330
H 0.03 -7.80 -1.64 0.338
H 1.52 3.69 1.62 0.378
H 0.60 1.07 5.80 0.355
H -0.22 5.35 0.97 0.265
H 0.13 1.93 -2.80 -0.242
H -1.54 3.25 4.84 0.293
H -2.14 -7.94 -0.48 0.309
H 5.71 -6.79 3.89 0.299
H 1.01 -4.27 -2.09 -0.174
H 3.10 -2.00 -2.45 -0.004
H 4.67 -3.41 -1.47 0.399
H -1.88 7.63 0.07 0.296
H -1.22 4.42 6.13 0.312
H -1.90 2.26 7.11 0.303
H -4.12 4.60 -4.05 0.315
H 2.41 1.44 -3.85 0.459
H -1.74 3.29 -5.47 0.350
H 5.60 -6.24 2.20 0.342
H 2.13 -0.35 -3.77 0.129
H 3.73 -4.99 -1.85 0.288
H -1.18 -0.51 -3.41 0.188
H 3.81 -4.62 2.85 0.289
H -1.76 3.80 -3.77 0.215
H -0.04 3.29 2.33 -0.119
H -4.23 8.43 -0.24 0.296
H -3.79 2.25 -3.24 0.234
H 0.07 0.99 -4.41 0.239
H 6.16 -5.13 3.45 0.332
H 0.85 -3.41 -3.68 0.367
H 1.05 1.26 1.45 0.431
H -5.25 2.40 -4.22 0.303
H -2.70 -6.42 1.38 0.290
H 3.55 -4.47 -4.38 0.346
H -1.06 0.72 5.30 0.314
H -0.24 2.63 7.56 0.285
H 1.67 -0.83 -0.39 -0.398
H -1.20 4.07 0.25 0.066
H -1.94 8.15 1.77 0.295
H 3.94 -5.12 4.53 0.315
H -4.28 8.99 1.42 0.309
H -4.02 6.64 2.24 0.267
```